# 1
DFT (ωB97M-V/def2-TZVPD) results for a single C3H6 molecule at a distorted geometry.

Output
SMILES   C=CC
ΔE to the lowest compared entry with this formula, charge and spin   10.6 kcal per mole
Total energy   -3206.99805 eV
F_max   0.063 hartree/bohr
Gap between HOMO and LUMO   0.4090 Ha
E_HOMO   -0.36102 Ha
Lowest unoccupied orbital energy   1.3 eV

XYZ file:
```
9
Properties=species:S:1:pos:R:3:forces:R:3
C 1.34524 0.42354 0.04647 1.362 1.965 -0.393
C 0.33164 -0.33746 -0.26748 -0.991 -1.410 0.525
C -1.10941 -0.05107 0.16230 -1.144 -1.525 -2.598
H 1.13786 1.43283 0.53037 0.705 -1.360 -0.664
H 2.35722 0.14698 -0.36125 -0.973 0.554 0.961
H 0.59649 -1.35713 -0.66423 -0.733 1.118 0.078
H -1.30998 -0.50498 1.12166 -0.041 0.619 0.638
H -1.56965 0.94256 -0.07124 1.052 -0.479 0.908
H -1.77942 -0.69525 -0.49662 0.765 0.519 0.545
```
Positions in Å, forces in eV/Å.

These are the Löwdin partial charges, in e, on atoms 1 to 8: number 1, C, carries -0.06; number 2, C, carries -0.28; number 3, C, carries -0.13; number 4, H, carries 0.08; number 5, H, carries 0.07; number 6, H, carries 0.10; number 7, H, carries 0.06; number 8, H, carries 0.08

***

# 2
DFT (ωB97M-V/def2-TZVPD) results for a molecular structure, C8H7O2S2 at a distorted geometry.

Output
ΔE to the lowest compared entry with this formula, charge and spin   15.2 kcal per mole
Total energy   -34171.62924 eV
F_max   0.106 hartree/bohr
Spin multiplicity   3
Net charge   -1
Gap between HOMO and LUMO (alpha / beta)   0.1217 / 0.1898 Ha
E_HOMO (alpha / beta)   -0.02384 / -0.14206 Ha
Lowest unoccupied orbital energy (alpha / beta)   2.7 / 1.3 eV

XYZ file:
```
19
Properties=species:S:1:pos:R:3:forces:R:3
C 2.17055 -0.89963 0.68769 -1.572 -1.475 -0.264
C 3.35914 -0.37781 0.30660 -2.689 2.362 -0.050
C 1.05587 -0.01698 0.55938 -0.392 -1.158 0.351
C 1.36569 1.20626 -0.03685 0.605 -0.427 0.398
C -2.70060 0.72409 0.27881 3.725 -2.779 0.722
C -0.37739 -0.28671 0.98294 0.270 -0.547 -1.891
C -1.32383 0.22065 -0.07517 0.607 0.166 -2.126
C -1.42794 -0.38315 -1.53246 -1.601 3.217 2.758
O -3.31320 1.73673 0.24912 -1.659 2.944 -0.336
O -2.92661 -0.44383 0.64932 -4.452 -2.430 1.991
S 3.12435 1.28712 -0.18707 0.455 -0.045 -0.419
S 0.20401 2.27027 -0.52539 0.953 1.528 -0.275
H 1.95273 -1.98985 0.83650 0.555 1.139 0.334
H 4.26937 -0.82951 0.27234 2.400 -1.087 -0.118
H -0.57900 -1.35498 1.23658 0.372 0.392 -0.036
H -0.48839 0.30731 1.85465 -0.474 0.480 1.128
H -0.56990 0.02435 -1.91324 2.336 0.606 -2.119
H -2.29780 0.21432 -1.93004 0.850 -1.038 -0.158
H -1.49705 -1.40863 -1.71373 -0.290 -1.848 0.110
```
Positions in Å, forces in eV/Å.

These are the Löwdin partial charges, in e, on atoms 1 to 8: number 1, C, carries -0.16; number 2, C, carries -0.39; number 3, C, carries -0.32; number 4, C, carries -1.01; number 5, C, carries -0.78; number 6, C, carries -0.14; number 7, C, carries -0.37; number 8, C, carries -0.05

***

# 3
DFT (ωB97M-V/def2-TZVPD) results for a molecular structure, C6H8N2O3 at a distorted geometry.

Output
ΔE to the lowest compared entry with this formula, charge and spin   148.8 kcal per mole
Total energy   -15468.48289 eV
F_max   0.136 hartree/bohr
Gap between HOMO and LUMO   0.3096 Ha
E_HOMO   -0.32296 Ha
Lowest unoccupied orbital energy   -0.4 eV

XYZ file:
```
19
Properties=species:S:1:pos:R:3:forces:R:3
C -1.89677 1.21530 1.26491 1.636 -0.856 2.285
C -0.58807 1.26711 0.45265 1.082 -2.237 0.362
C 0.35921 -0.82106 -0.57876 -0.107 0.356 0.375
C 1.68279 -0.84838 -0.16008 6.093 -1.212 -3.185
C 2.14308 -1.78653 -1.20936 0.342 4.445 4.998
C 0.79337 -2.03766 -1.41265 -4.050 -4.163 -2.354
H -3.33974 1.26220 -0.27437 0.792 0.565 1.854
H -2.82196 2.72398 0.24467 -0.008 -0.462 0.516
H -1.64998 1.83384 2.29823 -0.990 -1.632 -2.404
H -1.98423 0.01657 1.52021 -0.368 3.238 -0.406
H -0.52541 1.95990 -0.33351 -0.549 1.534 -0.818
H 0.25733 1.60464 1.14179 -0.413 -1.096 -0.551
H 1.82066 0.44780 1.24353 2.967 -1.752 -2.754
H 3.23609 -3.36122 -1.58634 0.993 5.242 0.152
N -3.03767 1.78628 0.60834 -1.129 -0.434 -1.923
N -0.55356 -0.01117 -0.37205 -2.218 1.072 0.348
O 2.49882 -0.07421 0.52798 -3.452 2.114 4.048
O 3.37964 -2.16056 -1.46909 -1.049 -6.341 -0.900
O 0.22638 -3.01683 -1.90610 0.428 1.620 0.357
```
Positions in Å, forces in eV/Å.

These are the Löwdin partial charges, in e, on atoms 1 to 8: number 1, C, carries -0.33; number 2, C, carries -0.22; number 3, C, carries -0.21; number 4, C, carries -0.19; number 5, C, carries -0.20; number 6, C, carries -0.31; number 7, H, carries 0.10; number 8, H, carries 0.07

***

# 4
DFT (ωB97M-V/def2-TZVPD) results for a single C3H3Cl3 molecule at a distorted geometry.

Output
SMILES   Cl[C@H]1[C@H](Cl)[C@H]1Cl
ΔE to the lowest compared entry with this formula, charge and spin   14.5 kcal per mole
Total energy   -40725.68098 eV
F_max   0.050 hartree/bohr
Gap between HOMO and LUMO   0.3980 Ha
E_HOMO   -0.37084 Ha
Lowest unoccupied orbital energy   0.7 eV

XYZ file:
```
9
Properties=species:S:1:pos:R:3:forces:R:3
Cl -1.44414 -1.73336 0.66657 -0.135 0.117 0.124
C -0.25760 -0.46191 0.73410 1.247 0.177 0.475
C 0.68244 -0.31549 -0.51734 -1.571 -0.217 -0.253
Cl 2.38740 -0.10556 -0.25659 0.152 0.244 -0.064
C -0.32574 0.74060 -0.14465 0.731 1.844 0.722
Cl -1.68601 1.25368 -1.11755 0.018 -0.577 -0.219
H 0.14579 -0.22248 1.80799 -0.618 -0.829 -2.348
H 0.44024 -0.82633 -1.50744 0.243 0.261 1.860
H 0.05763 1.67084 0.33490 -0.066 -1.021 -0.298
```
Positions in Å, forces in eV/Å.

These are the Löwdin partial charges, in e, on atoms 1 to 8: number 1, Cl, carries 0.62; number 2, C, carries -0.73; number 3, C, carries -0.73; number 4, Cl, carries 0.62; number 5, C, carries -0.79; number 6, Cl, carries 0.62; number 7, H, carries 0.15; number 8, H, carries 0.13